1.
# C26H38BCaF4O21

A structure of composition C26H38BCaF4O21 (ωB97M-V/def2-TZVPD, the Open Molecules 2025 dataset).

```
! wB97M-V def2-TZVPD RIJCOSX def2/J DEFGRID3
* xyz 2 2
Ca -13.4294 -10.4679 2.5687
B -15.4311 -8.6468 2.7303
F -15.4658 -7.3282 3.1727
F -16.5858 -9.1610 2.1852
F -14.4428 -8.7196 1.8350
F -15.0608 -9.4382 3.7500
C -12.9457 -12.2753 -2.9890
C -14.4811 -12.0895 -3.1275
O -14.8990 -11.9238 -1.7522
C -13.8667 -11.5808 -0.9918
O -13.9379 -11.2157 0.1889
O -12.7130 -11.9239 -1.6287
H -12.4309 -11.6219 -3.6933
H -12.7634 -13.3199 -3.2414
H -14.8584 -13.0485 -3.4827
H -14.6677 -11.3030 -3.8588
C -17.8044 -14.3612 2.0191
C -16.7922 -15.0753 2.7705
O -16.0258 -14.0037 3.2514
C -16.1354 -12.9515 2.4636
O -15.4201 -11.9976 2.5509
O -17.0539 -13.1873 1.5896
H -18.6930 -14.0806 2.5846
H -18.2203 -14.8380 1.1315
H -16.2437 -15.7101 2.0746
H -17.1430 -15.7374 3.5620
C -13.4067 -15.4643 6.9926
C -14.3651 -14.3308 6.6909
C -14.3890 -13.2967 7.7334
O -14.2399 -12.0651 7.1615
C -13.8851 -12.2524 5.7778
O -13.4988 -11.3337 5.0152
O -13.8478 -13.5982 5.5550
H -13.2882 -16.2908 6.2919
H -13.7220 -16.0161 7.8782
H -12.3981 -15.2264 7.3305
H -15.3469 -14.6603 6.3511
H -13.5611 -13.5204 8.4062
H -15.3484 -13.4936 8.2116
C -9.8153 -14.5671 5.4820
C -9.2513 -13.0702 5.5604
C -8.2451 -12.6636 4.4239
O -8.8037 -11.6014 3.6867
C -10.1304 -11.5223 4.0094
O -10.9700 -10.9070 3.4101
O -10.3689 -12.2895 5.0523
H -10.6023 -14.6527 6.2313
H -8.9720 -15.2137 5.7246
H -10.1842 -14.7376 4.4706
H -8.8469 -12.8589 6.5503
H -7.9162 -13.4693 3.7676
H -7.3227 -12.3208 4.8927
C -10.4826 -6.0396 7.2995
C -11.3424 -5.9838 6.0155
C -10.4021 -6.0533 4.7934
O -11.0095 -7.0468 3.9758
C -11.9690 -7.6677 4.5937
O -12.6059 -8.6900 4.0873
O -12.0658 -7.1630 5.8249
H -9.8061 -6.8938 7.3283
H -11.1732 -6.2428 8.1180
H -9.8879 -5.1290 7.3721
H -11.9544 -5.0824 6.0490
H -9.4304 -6.3071 5.2170
H -10.3348 -5.1224 4.2305
C -12.8408 -17.1432 3.3465
C -12.5109 -16.1112 2.3157
C -13.4981 -15.9068 1.2439
O -13.5839 -14.5214 1.1853
C -12.9428 -13.8905 2.1719
O -12.8283 -12.6788 2.4701
O -12.3915 -14.8985 2.9107
H -12.7259 -18.1621 2.9769
H -13.9018 -17.2420 3.5757
H -12.1209 -17.1711 4.1645
H -11.5843 -16.3472 1.7925
H -14.4628 -16.3767 1.4355
H -13.2378 -16.4252 0.3211
C -9.2387 -9.2758 -2.3162
C -9.1199 -8.9867 -0.7985
C -9.3677 -7.5265 -0.5150
O -10.4382 -7.6696 0.4426
C -10.8496 -8.9002 0.5587
O -11.8080 -9.2817 1.2443
O -10.0796 -9.6867 -0.1473
H -10.1784 -8.9097 -2.7299
H -9.1834 -10.3575 -2.4383
H -8.5139 -8.8711 -3.0226
H -8.0864 -9.1882 -0.5168
H -9.7848 -6.9419 -1.3350
H -8.4577 -7.0380 -0.1666
*
```

Properties
Frontier orbital gap (alpha / beta) ... 10.14 / 4.31 eV
<S²> ... 0.7549
LUMO energy (alpha / beta) ... -5.04 / -10.87 eV
HOMO energy (alpha / beta) ... -0.55799 / -0.55788 hartree

These are the Löwdin partial charges, in e, on atoms 1 to 6: atom 1 (Ca): 1.555, atom 2 (B): -1.465, atom 3 (F): 0.150, atom 4 (F): 0.185, atom 5 (F): 0.091, atom 6 (F): 0.117

=====

2.
# C26H38Cl2O17

A cluster of 8 separate species, C26H38Cl2O17 in total (ωB97M-V/def2-TZVPD, the Open Molecules 2025 dataset).

```
! wB97M-V def2-TZVPD RIJCOSX def2/J DEFGRID3
* xyz 0 1
C -3.2198 -3.5222 -3.3228
Cl -2.8709 -1.7912 -3.7034
Cl -4.2557 -3.6760 -1.8624
H -3.7033 -3.8928 -4.1791
H -2.2960 -4.0499 -3.1536
O -2.5083 -3.6791 1.5153
C -2.6621 -3.1493 2.5375
O -3.1627 -1.8678 2.5473
C -3.2631 -1.3274 3.8581
C -3.2926 -2.5664 4.7872
C -2.4476 -3.5283 3.9460
H -4.1929 -0.7701 3.9173
H -2.3427 -0.7672 4.0271
H -4.3394 -2.8986 4.9040
H -2.8820 -2.3858 5.7700
H -2.7848 -4.5100 4.1039
H -1.3831 -3.4116 4.1083
O 0.5643 5.0068 0.1984
C -0.3426 4.2303 0.4243
O -0.8327 4.0595 1.6393
C -1.9755 3.1333 1.5554
C -2.4443 3.2599 0.1018
C -1.0598 3.3759 -0.5451
H -2.7898 3.3431 2.2420
H -1.5801 2.1486 1.7609
H -3.0155 4.1392 0.0060
H -3.1419 2.4982 -0.1991
H -1.0886 3.9594 -1.5150
H -0.7184 2.3589 -0.5830
O -2.2262 0.1560 6.7256
C -1.4106 0.7780 6.1226
O -1.6150 1.9748 5.5330
C -0.4115 2.4655 4.9220
C 0.7421 1.8191 5.6468
C 0.1324 0.4599 5.9995
H -0.5511 3.5708 5.0163
H -0.4172 2.3255 3.8174
H 1.0241 2.4712 6.5140
H 1.5395 1.7941 4.9647
H 0.5565 -0.1044 6.9104
H 0.2835 -0.3018 5.1869
O 3.7092 -0.2502 -3.4065
C 3.6546 -0.9903 -2.4413
O 4.4199 -0.7481 -1.4258
C 4.5449 -1.8783 -0.5508
C 3.2128 -2.5714 -0.7754
C 2.9540 -2.3616 -2.2665
H 4.6941 -1.6107 0.4744
H 5.3354 -2.4930 -1.0090
H 2.3974 -2.1109 -0.1222
H 3.2604 -3.5988 -0.4674
H 1.9251 -2.1323 -2.4428
H 3.4624 -3.0726 -2.8913
C 1.1305 0.6483 -5.8725
C 2.3404 -0.0464 -6.4860
O 1.8198 -0.7228 -7.6111
C 0.4539 -0.7759 -7.5308
O -0.2503 -1.3798 -8.2680
O 0.0092 0.0374 -6.5277
H 1.0697 1.7226 -6.0194
H 1.0874 0.5506 -4.7156
H 2.7999 -0.7765 -5.8384
H 3.0074 0.7068 -6.8365
C 3.2565 2.9367 -1.3450
C 2.7227 3.0322 -2.8297
O 1.6361 2.0639 -2.7304
C 1.6771 1.3696 -1.6122
O 0.9678 0.4113 -1.4116
O 2.5309 1.8771 -0.7317
H 3.0280 3.8283 -0.7319
H 4.3757 2.8219 -1.2541
H 3.3653 2.5962 -3.5197
H 2.3532 4.0077 -3.1191
C -0.8891 -2.1420 -0.4250
C -1.6757 -0.8058 -0.6798
O -1.3484 -0.0063 0.4842
C -0.5650 -0.6746 1.2792
O -0.1518 -0.2558 2.3308
O -0.1731 -1.8827 0.7965
H -0.1019 -2.2757 -1.1205
H -1.5078 -3.0316 -0.2887
H -2.8195 -0.8364 -0.7318
H -1.3339 -0.3082 -1.5746
*
```

Properties
Frontier orbital gap ... 10.66 eV
LUMO energy ... 0.47 eV
HOMO energy ... -0.37452 hartree

These are the Löwdin partial charges, in e, on atoms 1 to 6: atom 1 (C): -0.933, atom 2 (Cl): 0.518, atom 3 (Cl): 0.509, atom 4 (H): 0.000, atom 5 (H): 0.023, atom 6 (O): 0.143

=====

3.
# C26H39BCdN6S3Te4

A structure of composition C26H39BCdN6S3Te4 (ωB97M-V/def2-TZVPD, the Open Molecules 2025 dataset).

```
! wB97M-V def2-TZVPD RIJCOSX def2/J DEFGRID3
* xyz -2 1
Cd -2.0001 -1.2554 -0.6924
C 1.0050 -3.0336 -5.4035
C 0.1999 -1.9434 -5.1524
C 0.8996 -0.9486 -4.4847
C 2.0771 -1.5616 -4.0580
C 2.1088 -2.8639 -4.5244
H 0.7677 -3.9634 -5.9932
H -0.8163 -1.9810 -5.4719
H 0.7368 0.1066 -4.2630
H 2.7751 -1.0745 -3.3957
H 2.8100 -3.6302 -4.2444
C -4.3171 -3.4245 1.5999
C -5.1313 -2.0531 1.4584
C -5.4769 -1.8816 -0.0678
C -6.4133 -2.2151 2.3515
N -4.3036 -0.8419 1.7937
C -4.5046 0.2580 2.6039
C -3.3608 0.9745 2.6018
N -2.3863 0.3294 1.7899
B -0.9269 0.8271 1.6251
N -0.9186 2.0509 0.6374
C -0.9366 3.4287 1.0986
C -0.5574 4.2307 0.0958
N -0.2814 3.3716 -1.0299
C -0.5843 2.0768 -0.6787
S -0.6996 0.7764 -1.7636
C 0.3992 3.8289 -2.2923
C 1.7605 3.0429 -2.3439
C -0.5123 3.5639 -3.4865
C 0.5984 5.3216 -2.3010
N 0.1509 -0.4467 1.4441
C 0.1712 -1.3001 2.6032
C 1.4057 -1.4298 3.0958
N 2.2444 -0.6499 2.2540
C 1.5178 -0.3832 1.0779
S 2.2296 -0.3037 -0.4315
C 3.4379 0.2643 2.6732
C 2.8319 1.6676 2.9482
C 3.9693 -0.2199 3.9946
C 4.6277 0.3163 1.6693
C -3.0408 -0.7716 1.2292
S -1.1599 -3.4081 -2.4554
H -4.8872 -4.1854 1.1266
H -4.0941 -3.7577 2.6429
H -3.3513 -3.3177 1.0734
H -6.2352 -2.6199 -0.3544
H -4.5670 -2.0345 -0.6947
H -5.8322 -0.9240 -0.4072
H -6.9775 -3.0347 1.9498
H -6.9975 -1.3472 2.3075
H -6.2037 -2.4222 3.4379
H -5.4361 0.5507 3.0625
H -3.1092 1.8478 3.2229
H -0.5927 1.3406 2.6715
H -1.2049 3.6806 2.1217
H -0.6758 5.3208 0.0458
H 1.5781 1.9697 -2.0699
H 2.4915 3.4190 -1.6480
H 2.1594 3.0652 -3.3788
H -0.6554 2.4804 -3.5426
H 0.0014 3.9073 -4.4008
H -1.4532 4.1474 -3.3797
H 1.2100 5.6977 -1.4635
H -0.3707 5.7943 -2.2825
H 0.9900 5.6564 -3.3114
H -0.7994 -1.6618 3.0090
H 1.7945 -2.0991 3.8889
H 1.8412 1.6312 3.4382
H 2.5223 2.2024 2.0339
H 3.4664 2.2921 3.5776
H 5.0605 -0.0326 3.9333
H 3.7968 -1.2753 4.2156
H 3.5763 0.3280 4.8521
H 4.3096 1.0523 0.8648
H 4.9390 -0.6674 1.2245
H 5.4642 0.7458 2.2472
Te 8.6690 -5.9284 -0.3961
Te 7.9182 -6.7945 -2.8032
Te 10.7112 -6.9085 -1.6662
Te 0.5471 -2.9702 -1.2595
*
```

Properties
Frontier orbital gap (alpha / beta) ... 3.68 / 3.50 eV
LUMO energy (alpha / beta) ... 2.88 / 2.88 eV
ΔE to the lowest compared entry with this formula, charge and spin ... 101.5 kJ/mol
HOMO energy (alpha / beta) ... -0.02937 / -0.02268 hartree

These are the Löwdin partial charges, in e, on atoms 1 to 6: atom 1 (Cd): 1.024, atom 2 (C): -0.203, atom 3 (C): -0.291, atom 4 (C): -0.239, atom 5 (C): -0.270, atom 6 (C): -0.232

=====

4.
# C26H39F10N4O10

A cluster of 4 separate species, C26H39F10N4O10 in total (ωB97M-V/def2-TZVPD, the Open Molecules 2025 dataset).

```
! wB97M-V def2-TZVPD RIJCOSX def2/J DEFGRID3
* xyz 1 1
C 5.0686 -1.9581 -3.7254
C 3.6162 -1.6812 -3.5482
C 2.8717 -1.4012 -2.0879
N 1.7572 -2.4654 -2.0058
C 1.4562 -2.6249 -0.5320
N 1.5959 -1.3482 0.3236
C 0.2315 -0.7616 0.6109
C 0.4001 1.0138 0.5926
C 1.3860 1.6409 1.8768
O -0.2519 1.7660 1.7979
N 1.0714 -3.8212 0.0804
C 0.8845 -5.1089 -0.7493
C -0.3217 -4.9710 -1.8628
C -1.7067 -5.7747 -1.4543
C -2.5155 -4.9534 -0.2882
O -3.9079 -4.6083 -0.6191
C -4.4235 -3.9319 0.6127
C 0.8145 -3.9707 1.5740
O 1.8610 -3.8407 2.4283
N -0.5216 -4.3089 2.1978
C -0.4858 -4.2907 3.7121
O -0.0246 -5.2887 4.4719
F -1.0161 -3.0415 4.3686
H 5.3774 -3.0775 -4.0020
H 5.9381 -1.1737 -3.6719
H 2.9481 -1.7080 -4.5310
H 2.4711 -0.3080 -1.9673
H 3.6737 -1.7092 -1.2662
H 2.2000 -3.3105 -2.4284
H 2.1455 -1.5460 1.1931
H -0.2170 -1.0310 1.6577
H -0.5355 -0.8796 -0.2844
H 0.4751 1.5772 -0.5258
H 1.4225 2.8204 2.0215
H 1.4513 0.9580 2.8259
H 0.6997 -6.0461 -0.0688
H 1.8943 -5.1999 -1.3794
H -0.5671 -3.8464 -2.1185
H 0.0918 -5.4414 -2.8767
H -1.4954 -6.9043 -1.1684
H -2.3714 -5.7920 -2.4324
H -1.9041 -3.9524 -0.0945
H -2.4560 -5.5855 0.6950
H -5.4510 -3.4555 0.3185
H -4.5231 -4.6586 1.5289
H -3.6729 -3.0741 0.9584
H -0.6917 -5.3239 1.9503
C 2.0377 0.8872 -8.6983
C 3.2486 0.3954 -9.4699
O 4.4370 0.5153 -8.6734
C 4.6620 -0.4918 -7.7697
O 3.9140 -1.4530 -7.6167
C 5.9793 -0.2644 -7.0291
F 6.1348 1.0251 -6.6127
F 7.0620 -0.5442 -7.8110
F 6.1048 -1.0386 -5.9146
H 2.2005 1.9081 -8.3369
H 1.1447 0.8725 -9.3289
H 1.8502 0.2641 -7.8183
H 3.3959 1.0197 -10.3572
H 3.1143 -0.6347 -9.8197
C -0.4713 4.6157 3.6057
C -0.8620 5.8033 2.7453
O -0.5730 7.0348 3.4242
C 0.7254 7.4716 3.3556
O 1.6181 6.8722 2.7635
C 0.8801 8.8112 4.0745
F 0.2524 8.8359 5.2853
F 0.3552 9.8437 3.3535
F 2.1806 9.1390 4.3170
H -0.9523 4.6773 4.5878
H -0.7633 3.6775 3.1263
H 0.6087 4.5931 3.7812
H -1.9417 5.7854 2.5645
H -0.3710 5.7720 1.7658
C -6.0161 2.3400 7.1157
C -5.5691 1.5716 5.8856
O -5.4210 2.4562 4.7646
C -4.2427 3.1553 4.6988
O -3.3452 3.0624 5.5311
C -4.1982 4.0154 3.4365
F -5.3634 4.6893 3.2157
F -3.9723 3.2703 2.3161
F -3.2163 4.9600 3.4694
H -6.9288 2.9073 6.9043
H -6.2072 1.6589 7.9493
H -5.2565 3.0637 7.4272
H -6.3350 0.8383 5.6132
H -4.6425 1.0159 6.0704
*
```

Properties
Frontier orbital gap ... 6.09 eV
LUMO energy ... -4.85 eV
HOMO energy ... -0.40203 hartree

These are the Löwdin partial charges, in e, on atoms 1 to 6: atom 1 (C): -0.009, atom 2 (C): -0.132, atom 3 (C): -0.192, atom 4 (N): 0.069, atom 5 (C): -0.108, atom 6 (N): 0.003

=====

Which electronic energy belongs to each record? In order, -100552.95791, -87430.92679, -103452.85348, -81181.07500 eV.
Which max |F| belongs to each record? In order, 0.106, 0.075, 0.113, 0.199 Eh/bohr.